(1)
Here is a single C28H27F3O5 molecule in a non-equilibrium geometry from the OMol25 dataset. Energies are from wB97M-V/def2-TZVPD.

Calculated values
Maximum force = 2.5 eV Å⁻¹
DFT total energy = -1758.96058 Eh
SMILES = CCOC(=O)C(C(=O)OCC)(c1ccc(OC)cc1)[C@H](c1ccccc1)c1ccc(C(F)(F)F)cc1

Each line ends with the Löwdin charge.
Element x y z (Å)
C1 5.718831 1.415007 -2.397074  -0.069
C2 4.458051 1.985035 -1.815091  -0.195
O1 3.829233 0.913487 -1.049131  0.005
C3 2.876995 1.369214 -0.237716  -0.377
O2 2.743760 2.590377 -0.148274  0.063
C4 1.954220 0.345737 0.505027  -0.109
C5 2.737007 -0.998685 0.732950  -0.365
O3 2.242000 -1.951384 1.332653  0.042
O4 3.995097 -1.106729 0.302047  0.009
C6 4.584570 -2.410117 0.578523  -0.195
C7 5.824680 -2.531530 -0.256309  -0.069
C8 1.574635 0.898271 1.919214  -0.118
C9 1.147755 0.038325 2.937099  -0.015
C10 0.716237 0.501858 4.169617  0.014
C11 0.696918 1.888142 4.443535  -0.270
O5 0.238702 2.281107 5.665154  -0.094
C12 0.248827 3.691192 5.982044  -0.067
C13 1.105121 2.776560 3.427562  -0.002
C14 1.540368 2.261390 2.208564  -0.033
C15 0.724794 0.189754 -0.377460  -0.127
C16 0.108286 1.565852 -0.686317  -0.188
C17 0.434918 2.179104 -1.900871  -0.039
C18 -0.046795 3.448561 -2.206322  -0.071
C19 -0.894524 4.101017 -1.303107  -0.083
C20 -1.272013 3.473401 -0.115108  -0.060
C21 -0.766059 2.202275 0.193105  -0.062
C22 -0.334858 -0.860920 0.016053  -0.115
C23 0.016664 -2.212263 0.024955  -0.022
C24 -0.865763 -3.207870 0.422597  0.010
C25 -2.179965 -2.865165 0.711244  -0.130
C26 -3.129649 -3.916839 1.221944  -0.519
F1 -3.735202 -3.504858 2.378030  0.115
F2 -2.494335 -5.091759 1.505770  0.110
F3 -4.134791 -4.217011 0.339888  0.115
C27 -2.619214 -1.557110 0.537280  0.002
C28 -1.706176 -0.585829 0.129380  -0.008
H1 6.093840 2.112663 -3.154243  0.081
H2 6.503157 1.324146 -1.631041  0.084
H3 5.563652 0.435565 -2.863822  0.081
H4 4.685283 2.817786 -1.139200  0.128
H5 3.737608 2.308358 -2.584569  0.131
H6 4.791955 -2.447675 1.655648  0.136
H7 3.864804 -3.191084 0.308232  0.127
H8 6.281823 -3.503968 -0.054225  0.081
H9 5.581716 -2.503177 -1.321680  0.081
H10 6.576489 -1.762871 -0.048448  0.082
H11 1.172478 -1.031965 2.792367  0.107
H12 0.402301 -0.190958 4.947836  0.119
H13 -0.167744 3.738575 6.989345  0.090
H14 1.274078 4.089184 5.973035  0.095
H15 -0.376973 4.259753 5.279167  0.091
H16 1.092176 3.860790 3.580843  0.107
H17 1.879558 2.981034 1.478122  0.102
H18 1.103268 -0.171123 -1.351819  0.161
H19 1.053082 1.628819 -2.616266  0.121
H20 0.234518 3.905557 -3.158939  0.106
H21 -1.274078 5.096350 -1.537021  0.101
H22 -1.992535 3.933441 0.567465  0.108
H23 -1.098449 1.683243 1.097718  0.123
H24 0.984794 -2.516992 -0.350470  0.116
H25 -0.528335 -4.238294 0.435988  0.124
H26 -3.668978 -1.299046 0.643607  0.127
H27 -2.102363 0.386464 -0.157262  0.107

Force components x, y, z for each atom (eV/Å):
C 0.544 -0.018 -0.194
C 0.049 -0.260 0.120
O -0.458 0.047 -0.317
C 0.121 2.421 0.225
O -0.230 -1.899 -0.062
C 2.219 0.163 1.218
C -0.628 -1.527 1.082
O 0.466 1.531 -0.656
O -0.325 -0.014 0.016
C -0.034 0.287 0.054
C 0.447 -0.103 -0.223
C -0.034 0.087 0.083
C -0.141 -0.188 0.255
C 0.058 0.866 0.233
C -0.044 0.075 -0.707
O 0.153 0.461 -0.047
C 0.039 -0.730 -0.243
C -0.158 -0.592 0.716
C 0.096 0.516 0.122
C -1.482 -0.120 -1.658
C 0.014 -0.388 -0.168
C -0.317 0.001 0.164
C -0.059 -0.120 0.083
C 0.071 -0.016 -0.043
C 0.095 -0.402 -0.061
C -0.105 0.403 -0.020
C -0.248 -0.237 -0.425
C -0.036 -0.156 -0.186
C -0.030 0.317 -0.406
C -0.100 -0.277 0.378
C -0.388 -0.431 0.314
F 0.291 -0.358 -0.810
F -0.536 0.803 -0.221
F 0.739 0.274 0.658
C 0.354 -0.099 -0.447
C -0.147 0.142 0.194
H -0.009 -0.165 0.044
H -0.295 -0.094 -0.188
H -0.022 0.230 0.062
H -0.200 -0.199 -0.334
H 0.270 -0.015 0.341
H -0.115 -0.160 -0.265
H 0.152 0.217 0.236
H -0.002 0.059 -0.009
H 0.007 0.067 0.097
H -0.238 -0.050 0.040
H -0.135 0.125 -0.036
H 0.052 0.136 -0.178
H 0.082 0.132 -0.188
H -0.249 -0.113 -0.004
H 0.121 -0.151 0.194
H 0.056 -0.510 -0.093
H -0.264 -0.195 0.172
H -0.030 0.069 0.216
H -0.070 0.274 0.200
H -0.173 -0.042 0.376
H 0.074 -0.272 0.044
H 0.345 -0.032 -0.265
H 0.335 0.437 -0.233
H -0.136 0.032 0.250
H -0.144 0.119 0.095
H 0.155 -0.077 0.050
H 0.174 -0.284 0.353

***

(2)
Here is 3 unconnected molecules or ions with the total composition C28H27F8INO7S in a non-equilibrium geometry from the OMol25 dataset. Energies are from wB97M-V/def2-TZVPD.

Calculated values
Net charge = -1
Maximum force = 1.7 eV Å⁻¹
DFT total energy = -3159.49555 Eh

Each line ends with the Löwdin charge.
Element x y z (Å)
C1 -2.568458 3.292493 3.823137  -0.022
C2 -3.176215 2.250583 3.278380  -0.183
C3 -2.469375 0.990125 2.913049  -0.224
C4 -1.925114 0.180153 3.916257  -0.625
I1 -1.996394 0.626761 5.972742  0.888
C5 -1.294864 -1.000809 3.567017  -0.220
C6 -1.176038 -1.383125 2.244092  -0.429
C7 -1.710197 -0.611463 1.216793  -0.160
C8 -2.351231 0.593233 1.575020  -0.047
C9 -2.927793 1.477758 0.474634  -0.258
F1 -4.276053 1.717176 0.715030  -0.005
C10 -2.148444 2.807543 0.367659  -0.177
C11 -1.712965 3.112564 -1.061146  -0.089
N1 -1.669038 -0.917194 -0.156350  0.106
C12 -1.073015 -2.116072 -0.597688  -0.180
C13 -1.139486 -2.336908 -1.973163  -0.066
C14 -1.849358 -1.313727 -2.856324  -0.697
O1 -1.397959 -0.139935 -2.825582  -0.065
O2 -2.794368 -1.748811 -3.528927  -0.020
C15 -0.555924 -3.456627 -2.548009  0.037
C16 0.112767 -4.386658 -1.758993  -0.135
C17 0.779917 -5.574128 -2.388328  -0.181
O3 0.248454 -6.805366 -1.930886  -0.163
C18 1.213714 -7.821169 -1.811894  -0.124
C19 0.148645 -4.179439 -0.390944  -0.257
F2 0.788924 -5.059999 0.412130  0.041
C20 -0.430562 -3.061919 0.184554  -0.357
S1 -0.302932 -2.905956 1.950250  1.065
H1 -3.067190 4.244601 3.926268  0.059
H2 -1.552296 3.167992 4.173280  0.049
H3 -4.239487 2.255222 3.079819  0.111
H4 -0.868199 -1.617478 4.341299  0.070
H5 -2.812750 0.993325 -0.489743  0.129
H6 -2.712644 3.623039 0.812488  0.107
H7 -1.241649 2.720694 0.967617  0.114
H8 -2.548526 3.288443 -1.737019  0.087
H9 -1.140250 4.043770 -1.052269  0.043
H10 -1.033490 2.360969 -1.458936  0.075
H11 -1.253079 -0.146855 -0.674317  0.121
H12 -0.631536 -3.580806 -3.618606  0.127
H13 1.841354 -5.537851 -2.108066  0.121
H14 0.752509 -5.468611 -3.476441  0.124
H15 0.785923 -8.787816 -2.068673  0.080
H16 1.579541 -7.843961 -0.779949  0.086
H17 2.080339 -7.670591 -2.461876  0.080
C21 -0.180349 6.337393 -7.050581  -0.064
C22 -0.301294 5.214938 -6.042653  -0.191
O4 0.132452 5.643048 -4.738143  0.037
C23 -0.763955 6.293779 -4.012164  -0.399
O5 -1.881714 6.565944 -4.334587  0.172
C24 -0.169744 6.622138 -2.633498  -0.539
F3 1.082675 7.090513 -2.727866  0.162
F4 -0.139230 5.516658 -1.878275  0.148
F5 -0.894401 7.540241 -1.999090  0.172
H18 0.837610 6.728913 -7.065234  0.080
H19 -0.435330 5.979125 -8.047371  0.081
H20 -0.845398 7.163332 -6.798261  0.076
H21 0.351688 4.388464 -6.313345  0.128
H22 -1.316912 4.826232 -5.992445  0.129
C25 5.857694 -3.638587 4.756267  -0.063
C26 5.057342 -3.035099 3.622197  -0.197
O6 3.722496 -2.714030 4.045888  0.037
C27 3.568867 -1.555758 4.670121  -0.395
O7 4.427889 -0.761409 4.918133  0.167
C28 2.083566 -1.346258 5.002369  -0.543
F6 1.527453 -2.461409 5.497224  0.160
F7 1.412127 -1.008301 3.898194  0.149
F8 1.920239 -0.381756 5.904108  0.161
H23 5.338965 -4.504279 5.169307  0.082
H24 6.839920 -3.950951 4.402459  0.080
H25 5.992538 -2.920536 5.565126  0.077
H26 4.944383 -3.753460 2.813038  0.127
H27 5.545217 -2.152054 3.211703  0.125

Force components x, y, z for each atom (eV/Å):
C -0.012 -0.328 -0.075
C -0.099 -0.202 -0.169
C 0.006 0.087 0.824
C 0.020 -0.151 -0.468
I -0.047 -0.090 -0.186
C -0.159 0.098 0.181
C 0.137 -0.648 -0.452
C -0.411 0.873 0.178
C -0.461 -0.188 -0.065
C 1.166 0.387 0.387
F -0.291 -0.019 -0.124
C 0.212 -0.374 -0.227
C 0.275 0.903 0.273
N 1.003 -0.227 1.328
C 0.033 -0.290 -1.046
C 0.001 0.189 -0.294
C -0.292 0.276 -0.480
O 0.270 0.053 0.456
O 0.021 -0.214 -0.063
C -0.018 0.260 0.710
C -0.181 -0.436 -0.388
C 0.747 0.338 0.572
O -0.257 -0.048 -0.482
C 0.251 0.047 0.267
C -0.277 0.419 -0.489
F 0.066 -0.050 0.053
C -0.072 0.093 1.020
S -0.015 0.003 0.041
H -0.072 0.000 0.391
H 0.218 0.401 -0.269
H -0.005 0.289 -0.369
H -0.034 -0.172 0.006
H -0.563 -0.246 -0.030
H -0.228 0.002 -0.072
H 0.016 0.002 0.136
H -0.086 -0.336 -0.078
H -0.271 -0.367 0.138
H -0.283 -0.289 -0.146
H -0.451 -0.132 -0.666
H -0.026 -0.122 -0.053
H 0.046 -0.021 -0.020
H -0.250 -0.219 -0.074
H -0.229 -0.004 0.059
H 0.060 -0.139 0.022
H -0.057 0.101 -0.131
C 0.022 0.255 0.180
C -0.064 -0.211 -0.540
O 0.053 0.008 0.200
C -0.046 -0.220 -0.416
O -0.032 0.156 0.169
C 0.212 0.126 0.425
F -0.027 -0.028 -0.115
F 0.236 0.413 -0.270
F -0.109 -0.045 -0.109
H 0.030 -0.087 -0.057
H 0.001 -0.039 0.011
H -0.074 -0.058 -0.026
H 0.102 0.024 0.195
H -0.035 0.109 0.164
C -0.142 0.081 0.245
C 0.462 -0.237 -0.190
O -0.172 0.056 -0.015
C 0.346 -0.187 -0.181
O -0.115 0.110 0.107
C -0.522 0.063 0.169
F 0.110 -0.028 -0.032
F 0.430 0.080 0.039
F 0.187 0.032 -0.052
H 0.029 -0.055 -0.088
H -0.011 0.000 -0.035
H 0.056 0.048 -0.059
H -0.221 0.004 0.033
H -0.109 0.120 0.121

***

(3)
Here is a molecular structure, C28H27FIN4O3V from the OMol25 dataset. Energies are from wB97M-V/def2-TZVPD.

Calculated values
Relative energy (zero: lowest compared OMol25 entry of this formula, charge and spin) = 0.00 kJ/mol
Net charge = +2
Maximum force = 0.2 eV Å⁻¹
DFT total energy = -2869.07356 Eh
Spin multiplicity = 3

Each line ends with the Mulliken spin population.
Element x y z (Å)
V1 -2.496591 2.142240 0.839420  2.163
I1 -0.445096 3.572816 -0.521628  -0.012
C1 -1.848819 4.975653 -1.191921  -0.011
C2 -1.427201 6.087146 -1.855330  -0.002
C3 -2.393715 7.001250 -2.323341  0.000
C4 -3.720792 6.752933 -2.122270  0.001
C5 -4.151961 5.591642 -1.436638  -0.004
C6 -5.530936 5.323935 -1.248989  0.002
C7 -5.937912 4.201003 -0.596013  0.005
C8 -4.977829 3.302981 -0.074078  0.038
C9 -3.619691 3.506652 -0.212135  -0.091
C10 -3.201948 4.669328 -0.931262  -0.082
H1 -0.376126 6.274973 -2.026148  0.002
H2 -2.070586 7.891212 -2.845211  0.000
H3 -4.467813 7.445762 -2.488441  0.000
H4 -6.253595 6.028991 -1.640744  0.000
H5 -6.991959 3.996328 -0.463372  0.000
H6 -5.354300 2.434032 0.450971  -0.003
C11 3.698603 -1.542287 3.456873  0.000
C12 3.685775 -0.377053 2.482168  0.000
N1 2.347190 -0.151610 1.898432  0.002
C13 1.572007 0.797450 2.415826  0.003
C14 0.291069 1.091329 2.000580  0.025
C15 -0.388562 2.210165 2.781797  -0.007
O1 0.231836 2.776847 3.644773  0.010
O2 -1.639707 2.442724 2.480920  -0.021
C16 -0.268548 0.339241 0.946276  -0.019
O3 -1.424498 0.519709 0.437155  -0.014
C17 0.565014 -0.716069 0.386494  -0.010
C18 0.063530 -1.499967 -0.665208  0.004
C19 0.851587 -2.471120 -1.201333  0.000
F1 0.385460 -3.237679 -2.204827  0.000
C20 2.159163 -2.714122 -0.746883  0.001
C21 2.649794 -1.953512 0.285641  0.000
C22 1.862100 -0.943709 0.866813  0.000
N2 2.986567 -3.728384 -1.333459  0.000
C23 2.470952 -5.084106 -1.158395  0.000
C24 3.548137 -6.085616 -1.526801  0.000
N3 3.992608 -5.836795 -2.944258  0.000
C25 4.454086 -4.416328 -3.141127  0.000
C26 3.339017 -3.476085 -2.728610  0.000
H7 4.702696 -1.669128 3.859217  0.000
H8 3.400926 -2.477005 2.981676  0.000
H9 3.022282 -1.351882 4.289845  0.000
H10 4.395563 -0.508910 1.667339  0.000
H11 3.958943 0.546499 2.987340  0.000
H12 1.982864 1.388602 3.225869  -0.001
H13 -0.934992 -1.322420 -1.038840  0.000
H14 3.653496 -2.157341 0.626501  0.000
H15 1.567650 -5.269695 -1.757962  0.000
H16 2.209955 -5.240409 -0.112365  0.000
H17 3.186129 -7.109866 -1.465149  0.000
H18 4.429278 -5.967349 -0.899030  0.000
H19 3.213961 -6.028275 -3.580071  0.000
H20 4.740267 -6.485805 -3.194657  0.000
H21 4.723449 -4.293737 -4.188111  0.000
H22 5.334176 -4.285810 -2.514319  0.000
H23 2.482339 -3.597778 -3.407347  0.000
H24 3.698830 -2.453385 -2.833719  0.000
C27 -5.637678 -0.011662 3.588454  -0.002
C28 -4.704419 0.577804 2.647116  0.048
N4 -3.977552 1.047167 1.899259  -0.028
H25 -5.546139 0.493602 4.548866  0.002
H26 -5.415015 -1.070107 3.710972  0.002
H27 -6.653346 0.105021 3.213421  0.001

Force components x, y, z for each atom (eV/Å):
V -0.019 -0.118 0.108
I 0.021 0.082 -0.016
C -0.021 -0.022 0.003
C 0.018 0.001 -0.004
C -0.034 -0.011 0.008
C 0.038 -0.002 -0.003
C 0.024 0.024 -0.013
C -0.026 -0.013 0.010
C 0.008 -0.010 0.002
C -0.001 0.084 -0.060
C 0.006 -0.130 0.090
C 0.030 0.006 -0.028
H -0.001 0.000 -0.001
H -0.003 0.001 -0.001
H -0.001 0.000 0.000
H -0.003 -0.003 0.002
H 0.000 0.002 -0.002
H -0.003 -0.005 0.007
C -0.005 0.008 -0.010
C 0.026 -0.005 0.031
N -0.039 -0.011 -0.030
C 0.034 -0.003 0.013
C -0.096 0.048 -0.025
C 0.075 -0.036 -0.004
O -0.004 -0.007 0.013
O -0.015 0.032 -0.067
C 0.088 -0.023 -0.007
O -0.058 0.089 0.029
C -0.032 0.002 -0.005
C 0.008 0.011 0.008
C 0.000 -0.001 0.012
F -0.017 0.033 -0.021
C 0.019 -0.031 -0.034
C 0.018 0.018 -0.007
C -0.003 0.005 0.006
N -0.072 0.012 0.038
C 0.029 -0.019 -0.034
C -0.024 0.005 0.039
N 0.013 -0.013 -0.009
C -0.012 0.033 0.006
C 0.015 -0.019 0.015
H 0.000 0.001 0.003
H -0.001 0.001 -0.001
H 0.001 -0.003 0.001
H -0.002 0.002 -0.003
H -0.002 0.004 -0.010
H 0.004 -0.005 0.001
H 0.000 -0.005 -0.003
H -0.002 -0.003 0.005
H 0.020 -0.007 0.010
H 0.000 -0.005 0.000
H 0.006 -0.001 -0.002
H 0.010 0.002 -0.011
H 0.001 -0.002 -0.001
H -0.004 -0.002 -0.005
H -0.001 -0.005 -0.001
H 0.003 -0.005 -0.002
H -0.013 0.010 0.001
H 0.012 -0.003 0.001
C -0.016 0.004 0.030
C -0.009 -0.030 -0.039
N 0.001 0.032 -0.018
H 0.006 0.004 -0.003
H 0.005 0.001 -0.004
H 0.003 0.004 -0.005